[1]
Computed, not measured: 2 unconnected molecules or ions with the total composition C2H6O2S2 at a distorted geometry, with ωB97M-V/def2-TZVPD.

## Properties
Spin multiplicity   2
Gap between HOMO and LUMO (spin up / spin down)   3.01 / 5.62 eV
Total charge   -1
<S²>   0.754
Energy relative to the best compared isomer or geometry (same formula, charge and spin)   21.3 kcal/mol

The geometry in XYZ format:
```
12
Properties=species:S:1:pos:R:3:mulliken_spin:R:1
C -0.1234 2.1009 -2.9042 -0.017
S 1.1787 2.1121 -1.6559 0.494
S -0.1719 2.2738 0.2620 0.508
H -1.0721 2.3983 -2.4711 0.000
H -0.2092 1.1205 -3.3408 0.001
H 0.1042 2.7936 -3.7186 0.021
H -0.0309 0.9926 0.6154 -0.002
O -0.6799 -1.5404 2.1603 -0.007
C -0.0308 -2.3397 2.7246 0.003
O -0.2567 -3.6850 2.5863 -0.001
H 0.7593 -2.0720 3.4495 0.000
H 0.5327 -4.1547 2.2924 0.000
```

***

[2]
Computed, not measured: 2 unconnected molecules or ions with the total composition C2H6O2S2 at a distorted geometry, with ωB97M-V/def2-TZVPD.

## Properties
Spin multiplicity   1
Gap between HOMO and LUMO (spin up / spin down)   5.20 / 5.20 eV
Energy relative to the best compared isomer or geometry (same formula, charge and spin)   104.3 kcal/mol

The geometry in XYZ format:
```
12
Properties=species:S:1:pos:R:3:nbo_charge:R:1
C 0.0000 2.1183 1.8988 -0.309
C 0.8415 -0.9438 -2.3813 -0.753
O 1.9438 -0.9381 2.4077 -0.802
O 1.0959 1.3336 2.1986 -0.656
S -0.3437 -0.6077 -1.0622 -0.223
S 0.6985 -0.2770 2.1930 1.465
H -0.8738 1.9913 2.5502 0.181
H -0.4220 1.9764 0.8987 0.213
H 0.1893 3.1630 2.0756 0.214
H 1.3719 -0.0773 -2.3288 0.221
H 0.2727 -1.2227 -3.1923 0.230
H 1.3537 -1.9482 -2.1505 0.218
```

***

[3]
Computed, not measured: a molecular structure, C2H6O2S3 at a distorted geometry, with ωB97M-V/def2-TZVPD.

## Properties
Spin multiplicity   3
Gap between HOMO and LUMO (spin up / spin down)   5.80 / 6.07 eV
<S²>   2.010

The geometry in XYZ format:
```
13
Properties=species:S:1:pos:R:3:mulliken_spin:R:1
C -1.7378 0.4721 -0.3586 0.159
C 1.7898 0.2163 0.1945 0.373
O -1.9461 1.3094 0.7300 -0.009
O 2.1964 1.4343 -0.2719 0.007
S -2.8007 -1.0719 -0.3691 0.137
S -0.0425 -0.4644 -0.4716 1.166
S 2.7898 -1.1676 -0.3441 0.140
H 1.7225 0.0650 1.2964 0.001
H -2.2059 0.7929 1.5599 0.011
H 2.0974 1.3601 -1.2183 0.007
H -1.8992 -1.7409 0.3546 0.007
H -1.9855 0.8970 -1.4376 -0.007
H 2.0218 -2.1022 0.3358 0.010
```

***

[4]
Computed, not measured: C2H6O2Si in the gas phase at a distorted geometry, with ωB97M-V/def2-TZVPD.

## Properties
Spin multiplicity   1
Gap between HOMO and LUMO   11.10 eV
Energy relative to the best compared isomer or geometry (same formula, charge and spin)   40.7 kcal/mol

The geometry in XYZ format:
```
11
Properties=species:S:1:pos:R:3:nbo_charge:R:1
C -0.1398 0.6543 -0.7900 0.840
C 1.1719 0.5988 -1.2957 -0.764
O -1.2064 0.6622 -1.2802 -0.494
O -0.1169 0.2893 0.7354 -0.991
Si -1.0330 -0.7630 1.5590 1.243
H 1.4438 1.3178 -2.1002 0.255
H 1.8974 0.8421 -0.5265 0.260
H 1.5020 -0.4074 -1.7339 0.278
H -0.0812 -1.9422 1.1978 -0.209
H -2.3910 -0.9883 1.2873 -0.216
H -1.0467 -0.2637 2.9469 -0.202
```

***

[5]
Computed, not measured: a molecular structure, C2H6O2Yb at a distorted geometry, with ωB97M-V/def2-TZVPD.

## Properties
Spin multiplicity   2
Gap between HOMO and LUMO (spin up / spin down)   6.07 / 8.56 eV
Total charge   +1
<S²>   0.751
Energy relative to the best compared isomer or geometry (same formula, charge and spin)   15.5 kcal/mol

The geometry in XYZ format:
```
11
Properties=species:S:1:pos:R:3:mulliken_spin:R:1
C 1.1634 -0.7867 -1.0843 -0.025
C 0.3862 -0.8803 0.1823 -0.003
O 0.7668 -0.3582 1.2584 0.028
H 2.0643 -0.1734 -0.9670 -0.005
H 1.4182 -1.8035 -1.4247 0.003
H 0.5166 -0.3536 -1.8636 0.009
H -0.4825 -1.5729 0.1843 -0.018
H -0.5629 1.1320 1.7255 -0.001
Yb -1.9318 0.9727 -1.0142 1.022
O -1.3739 1.6873 1.1961 -0.017
H -1.9643 2.1367 1.8074 0.007
```

***

[6]
Computed, not measured: a molecular structure, C2H6O3 at a distorted geometry, with ωB97M-V/def2-TZVPD.

## Properties
Spin multiplicity   1
Gap between HOMO and LUMO   10.73 eV
Energy relative to the best compared isomer or geometry (same formula, charge and spin)   28.3 kcal/mol

The geometry in XYZ format:
```
11
Properties=species:S:1:pos:R:3:nbo_charge:R:1
H -0.0251 -1.0707 -1.2068 0.506
O -0.4186 -0.6831 -2.3706 -0.890
O 0.1709 -0.9486 0.0368 -0.734
H -0.3200 0.3189 -2.1079 0.533
H 0.2616 -0.5476 -3.0680 0.497
C 0.0572 0.3135 0.3535 0.817
O -0.0905 1.2031 -0.5004 -0.707
C 0.1041 0.3350 1.9459 -0.707
H -0.8884 0.2802 2.3795 0.232
H 0.6148 -0.4810 2.3895 0.233
H 0.5341 1.2805 2.1484 0.218
```

***

[7]
Computed, not measured: 2 unconnected molecules or ions with the total composition C2H6O3 at a distorted geometry, with ωB97M-V/def2-TZVPD.

## Properties
Spin multiplicity   1
Gap between HOMO and LUMO   11.13 eV
Energy relative to the best compared isomer or geometry (same formula, charge and spin)   14.0 kcal/mol

The geometry in XYZ format:
```
11
Properties=species:S:1:pos:R:3:nbo_charge:R:1
O 0.3034 0.5621 -1.8989 -0.600
C -0.1009 -0.3361 -1.2005 0.797
O -1.2519 -0.9612 -1.3352 -0.680
C 0.6665 -1.0081 -0.0686 -0.731
H -1.6386 -0.7439 -2.2133 0.498
H 0.6028 -2.1152 -0.1761 0.240
H 0.0941 -0.7024 0.8879 0.250
H 1.6028 -0.6091 0.1139 0.225
H -0.6110 2.5755 1.8700 0.476
H 0.6473 1.6388 1.9420 0.474
O -0.3145 1.6996 2.0789 -0.949
```

***

[8]
Computed, not measured: 2 unconnected molecules or ions with the total composition C2H6O3P at a distorted geometry, with ωB97M-V/def2-TZVPD.

## Properties
Spin multiplicity   1
Gap between HOMO and LUMO   8.45 eV
Total charge   -1
Energy relative to the best compared isomer or geometry (same formula, charge and spin)   59.0 kcal/mol

The geometry in XYZ format:
```
12
Properties=species:S:1:pos:R:3:nbo_charge:R:1
C -1.1553 -0.3766 1.5319 0.216
C 0.9679 1.0708 -0.6624 -1.043
O 1.1819 -1.4127 -1.8192 -1.186
O -1.9557 0.0368 0.7385 -0.499
O -1.2111 -0.5242 -1.3916 -1.132
P 0.2255 -0.6194 -0.9960 2.044
H -1.1205 -1.3183 2.1328 0.104
H -0.2582 0.2771 2.0055 0.070
H 0.3806 -1.1162 0.4289 -0.240
H 1.7432 1.2009 0.0832 0.213
H -0.0110 1.4407 -0.3898 0.232
H 1.2127 1.3412 -1.6617 0.222
```

***

[9]
Computed, not measured: a molecular structure, C2H6O3PS at a distorted geometry, with ωB97M-V/def2-TZVPD.

## Properties
Spin multiplicity   1
Gap between HOMO and LUMO (spin up / spin down)   7.92 / 7.74 eV
Total charge   -1
Energy relative to the best compared isomer or geometry (same formula, charge and spin)   164.9 kcal/mol

The geometry in XYZ format:
```
13
Properties=species:S:1:pos:R:3:nbo_charge:R:1
C 0.7728 1.5069 1.7643 -0.498
C 0.3993 -0.6201 -0.0828 -0.772
O -1.9629 -0.5493 1.1775 -1.020
O -1.9519 -0.3213 -1.2791 -1.020
O -1.4553 -2.4472 -0.2767 -1.011
P 0.3767 -0.2569 -1.8781 0.396
S -1.4379 -1.0214 -0.0943 2.349
H -0.1776 1.0436 1.6501 0.212
H 1.5257 0.9400 2.0610 0.138
H 1.1854 2.2389 1.0123 0.154
H 0.9227 -1.6619 0.0294 0.216
H -0.0072 1.0667 -1.9660 -0.032
H 1.8102 0.0820 -2.1174 -0.111
```

***

[10]
Computed, not measured: a molecular structure, C2H6O3Pm at a distorted geometry, with ωB97M-V/def2-TZVPD.

## Properties
Spin multiplicity   6
Gap between HOMO and LUMO (spin up / spin down)   5.81 / 6.72 eV
<S²>   8.757
Energy relative to the best compared isomer or geometry (same formula, charge and spin)   28.5 kcal/mol

The geometry in XYZ format:
```
12
Properties=species:S:1:pos:R:3:mulliken_spin:R:1
O -0.3724 -3.3133 -0.2728 -0.018
C 0.5261 -2.2651 -0.1352 0.014
H 1.5736 -2.6091 -0.3056 -0.004
H 0.4876 -1.8582 0.9047 -0.004
Pm -1.5677 -2.4164 -1.9987 5.039
O 0.2061 -1.2605 -1.1044 -0.028
H 0.5832 2.2476 -0.9586 0.000
C -0.3206 2.3113 0.7939 -0.002
O 0.7626 1.9232 -0.0058 0.000
H -0.2529 3.3720 1.0999 0.000
H -1.2904 2.1768 0.2803 0.003
H -0.3350 1.6915 1.7022 0.000
```

***

| no. | E_tot (eV) |
| --- | --- |
| 1 | -27936.150 |
| 2 | -27932.390 |
| 3 | -38766.046 |
| 4 | -14143.331 |
| 5 | -37786.990 |
| 6 | -8313.282 |
| 7 | -8313.901 |
| 8 | -17603.416 |
| 9 | -28434.282 |
| 10 | -24865.349 |